1.
C20H28N2O5 in the gas phase. Source: OMol25; level of theory: ωB97M-V/def2-TZVPD.

LUMO level = 0.72 eV
Total energy = -1264.66767 Eh
SMILES = CCCOc1ccccc1[C@H]1NC(=O)NC(C)=C1C(=O)OCCOC(C)C
Spin multiplicity = 1
Energy relative to the best compared isomer or geometry (same formula, charge and spin) = 141.7 kJ/mol

CARTESIAN COORDINATES (ANGSTROEM)
C: -2.1510 -1.3488 -2.5583
C: -3.0248 -0.1612 -2.1719
C: -2.1856 1.0224 -1.7007
O: -1.6908 0.7362 -0.4058
C: -0.9971 1.7046 0.2555
C: -0.5720 2.8911 -0.3348
C: 0.1629 3.8148 0.3878
C: 0.4777 3.5752 1.7111
C: 0.0331 2.4106 2.3124
C: -0.7026 1.4716 1.6088
C: -1.1786 0.2125 2.3137
N: -2.6157 0.0468 2.2017
C: -3.2392 -0.7883 1.3477
O: -4.4194 -0.7331 1.0752
N: -2.4467 -1.8118 0.8478
C: -1.1002 -1.9405 1.0564
C: -0.4788 -3.1679 0.4727
C: -0.4465 -0.9987 1.7734
C: 0.9804 -0.9809 2.0791
O: 1.4866 -0.2215 2.8779
O: 1.7059 -1.8691 1.3670
C: 3.1191 -1.7601 1.4793
C: 3.6645 -0.5408 0.7192
O: 3.4724 -0.6406 -0.6702
C: 2.2880 -0.0421 -1.1897
C: 1.9596 -0.7692 -2.4898
C: 2.4997 1.4533 -1.4333
H: -1.4575 -1.5787 -1.7548
H: -2.7632 -2.2240 -2.7616
H: -1.5744 -1.1221 -3.4534
H: -3.6187 0.1571 -3.0302
H: -3.7105 -0.4342 -1.3691
H: -2.8040 1.9294 -1.6656
H: -1.3515 1.1889 -2.3973
H: -0.8052 3.1035 -1.3661
H: 0.4898 4.7233 -0.0960
H: 1.0562 4.2903 2.2748
H: 0.2716 2.2133 3.3460
H: -0.9290 0.3186 3.3791
H: -3.1736 0.8260 2.5190
H: -2.9264 -2.4779 0.2601
H: 0.0924 -3.7005 1.2288
H: 0.2158 -2.8996 -0.3209
H: -1.2422 -3.8301 0.0696
H: 3.4019 -1.6794 2.5339
H: 3.5102 -2.6804 1.0433
H: 4.7456 -0.4973 0.8826
H: 3.2081 0.3682 1.1255
H: 1.4568 -0.1737 -0.4829
H: 1.8373 -1.8325 -2.3015
H: 2.7738 -0.6375 -3.1972
H: 1.0429 -0.3748 -2.9189
H: 3.3418 1.5990 -2.1054
H: 1.6082 1.8892 -1.8749
H: 2.7030 1.9716 -0.4989

Forces on atoms 1 to 3 (eV/Å):
C -0.2 0.2 0.0
C 0.4 0.1 0.2
C -0.4 0.1 -0.4

=====

2.
C20H28N4O4S in the gas phase at a distorted geometry. Source: OMol25; level of theory: ωB97M-V/def2-TZVPD.

LUMO level = 0.58 eV
Total energy = -1697.07344 Eh
SMILES = COc1ccc(-c2nnc(SCC(=O)NC(C)C)n2C[C@@H]2CCCO2)cc1OC
Spin multiplicity = 1
Energy relative to the best compared isomer or geometry (same formula, charge and spin) = 310.4 kJ/mol

CARTESIAN COORDINATES (ANGSTROEM)
C: -6.5132 0.3807 -2.5432
O: -5.6381 1.4515 -2.2893
C: -4.3686 1.1713 -1.8985
C: -3.8443 -0.0976 -1.7251
C: -2.5280 -0.2868 -1.3268
C: -1.7088 0.8093 -1.1006
C: -0.3244 0.7352 -0.6747
N: 0.2734 1.7149 -0.0421
N: 1.5481 1.3735 0.1821
C: 1.7315 0.1799 -0.3218
S: 3.2239 -0.7089 -0.3401
C: 4.3748 0.5608 0.2748
C: 4.3778 0.6272 1.8057
O: 5.2392 0.0662 2.4514
N: 3.3713 1.3620 2.2973
C: 3.0981 1.5247 3.7203
C: 2.7619 0.1768 4.3583
C: 4.2824 2.1879 4.4199
N: 0.5789 -0.2857 -0.8858
C: 0.4195 -1.5518 -1.5392
C: -0.0713 -2.6550 -0.5639
C: 1.0412 -3.6144 -0.1351
C: 0.9907 -4.6595 -1.2468
C: -0.5077 -4.7236 -1.5433
O: -1.0520 -3.4550 -1.2006
C: -2.2361 2.0996 -1.2572
C: -3.5432 2.2952 -1.6485
O: -4.1333 3.5062 -1.8256
C: -3.3712 4.6602 -1.5668
H: -6.1487 -0.2541 -3.3576
H: -6.6713 -0.2315 -1.6492
H: -7.4567 0.8373 -2.8377
H: -4.4570 -0.9688 -1.8920
H: -2.1883 -1.2971 -1.1772
H: 4.0887 1.5074 -0.1796
H: 5.3566 0.2391 -0.0708
H: 2.6587 1.6770 1.6382
H: 2.2252 2.1836 3.7834
H: 3.6186 -0.4868 4.2787
H: 2.5137 0.3095 5.4077
H: 1.9134 -0.2798 3.8522
H: 4.5074 3.1449 3.9548
H: 5.1565 1.5477 4.3455
H: 4.0502 2.3524 5.4685
H: -0.3144 -1.4409 -2.3415
H: 1.3844 -1.8282 -1.9740
H: -0.5465 -2.1664 0.2967
H: 0.7838 -4.0701 0.8216
H: 2.0054 -3.1215 -0.0462
H: 1.5398 -4.3119 -2.1223
H: 1.3903 -5.6230 -0.9418
H: -1.0007 -5.4865 -0.9279
H: -0.7278 -4.9254 -2.5950
H: -1.5795 2.9285 -1.0539
H: -4.0401 5.4993 -1.7510
H: -3.0262 4.6900 -0.5285
H: -2.5078 4.7307 -2.2363

Forces on atoms 1 to 3 (eV/Å):
C -0.1 -0.2 0.0
O 0.4 0.2 0.1
C 0.0 0.1 0.0

=====

3.
C20H28N4O5S in the gas phase at a distorted geometry. Source: OMol25; level of theory: ωB97M-V/def2-TZVPD.

LUMO level = 0.43 eV
Total energy = -1772.31877 Eh
SMILES = COc1ccc(S(=O)(=O)N2CCC(C(=O)NCCCn3ccnc3)CC2)cc1OC
Spin multiplicity = 1
Energy relative to the best compared isomer or geometry (same formula, charge and spin) = 281.3 kJ/mol

CARTESIAN COORDINATES (ANGSTROEM)
C: -2.0476 -2.8894 1.5638
O: -1.6417 -2.6538 0.2318
C: -0.3667 -2.3091 -0.0728
C: -0.1886 -1.9203 -1.4011
C: 1.0351 -1.4821 -1.8710
C: 2.1000 -1.4387 -0.9962
S: 3.6610 -0.7236 -1.5078
O: 3.7292 -0.7718 -2.9379
O: 4.7155 -1.3079 -0.7316
N: 3.6223 0.8949 -1.1013
C: 2.6658 1.7252 -1.7817
C: 1.3283 1.8030 -1.0381
C: 1.5315 2.2327 0.4251
C: 0.2017 2.0379 1.1537
O: -0.0019 1.1306 1.9337
N: -0.7489 2.9423 0.8251
C: -2.1247 2.8002 1.2463
C: -2.9804 2.0913 0.1921
C: -2.5491 0.6303 0.0133
N: -3.2927 -0.0195 -1.0273
C: -4.4624 -0.7111 -0.8935
C: -4.8135 -1.1088 -2.1509
N: -3.8918 -0.6737 -3.0483
C: -3.0008 -0.0282 -2.3491
C: 2.5988 1.3662 1.0973
C: 3.8762 1.2804 0.2633
C: 1.9709 -1.8744 0.3086
C: 0.7486 -2.3225 0.7959
O: 0.5809 -2.7835 2.0677
C: 1.6510 -2.6616 2.9762
H: -3.1297 -3.0098 1.5087
H: -1.8006 -2.0474 2.2139
H: -1.6012 -3.7993 1.9681
H: -1.0517 -1.9610 -2.0472
H: 1.1732 -1.1777 -2.8953
H: 2.5339 1.3026 -2.7782
H: 3.0947 2.7298 -1.8792
H: 0.8545 0.8198 -1.0539
H: 0.6741 2.5070 -1.5573
H: 1.8246 3.2875 0.4592
H: -0.5500 3.6336 0.1200
H: -2.1118 2.2141 2.1680
H: -2.5334 3.7915 1.4559
H: -2.8949 2.6128 -0.7647
H: -4.0265 2.1262 0.5008
H: -1.4878 0.5823 -0.2436
H: -2.6955 0.0878 0.9500
H: -4.9266 -0.8627 0.0592
H: -5.6641 -1.6781 -2.4670
H: -2.1273 0.4440 -2.7545
H: 2.1777 0.3705 1.2363
H: 2.8307 1.7727 2.0831
H: 4.3804 2.2542 0.2484
H: 4.5620 0.5393 0.6738
H: 2.8579 -1.8762 0.9201
H: 1.9464 -1.6161 3.1030
H: 2.5152 -3.2561 2.6660
H: 1.2696 -3.0463 3.9208

Forces on atoms 1 to 3 (eV/Å):
C -0.3 -0.1 0.4
O 0.3 0.0 -0.3
C 0.0 0.1 -0.1

=====

4.
A molecular structure, C20H28NO3PPd at a distorted geometry. Source: OMol25; level of theory: ωB97M-V/def2-TZVPD.

LUMO level (spin up / spin down) = -5.82 / -10.03 eV
Total energy = -1527.77093 Eh
Charge = +2
Spin multiplicity = 5
Energy relative to the best compared isomer or geometry (same formula, charge and spin) = 37.9 kJ/mol

CARTESIAN COORDINATES (ANGSTROEM)
C: -2.7539 0.4157 -4.0335
C: -2.5497 -0.7913 -3.3854
C: -1.7849 -0.8723 -2.2100
C: -1.2113 0.2992 -1.7542
C: -1.4474 1.5328 -2.3373
C: -2.2337 1.5893 -3.4961
C: -1.6197 -2.1857 -1.4983
C: -0.1912 -2.6941 -1.3434
N: 0.8904 -1.6711 -1.1492
Pd: 0.0987 0.1349 -0.0659
C: -0.8099 2.7538 -1.7322
P: 0.8133 2.1794 -1.1333
H: -2.9601 -1.7315 -3.7806
H: -2.3769 2.5652 -3.9678
H: -3.3089 0.4470 -4.9838
H: -1.3180 3.0841 -0.8181
H: -0.6488 3.5613 -2.4539
H: -2.0351 -2.1471 -0.4848
H: -2.1459 -2.9398 -2.0884
H: -0.1613 -3.3342 -0.4532
C: 1.5197 3.4674 -0.1154
C: 1.7883 2.1973 -2.6737
H: 0.0972 -3.2771 -2.2269
C: 1.4424 -1.2231 -2.4368
C: 1.9599 -2.2287 -0.3046
H: -0.4298 1.4966 0.5948
H: 1.9250 -2.0694 -2.9381
H: 0.6512 -0.8192 -3.0726
H: 2.1765 -0.4406 -2.2371
H: 2.5146 -2.9861 -0.8665
H: 2.6191 -1.4112 0.0016
H: 1.4978 -2.6908 0.5743
H: 1.8100 3.2389 -3.0325
H: 2.8015 1.8539 -2.4142
H: 1.3458 1.5452 -3.4414
H: 1.6713 4.3594 -0.7282
H: 0.8566 3.6756 0.7287
H: 2.4778 3.0787 0.2470
H: 1.4584 0.4634 0.8046
O: -0.0427 1.1879 2.8959
C: 0.0368 0.2958 3.9186
C: 0.4452 0.7883 5.1711
C: 0.3564 -0.0493 6.2704
C: -0.0869 -1.3672 6.1155
C: -0.4386 -1.8465 4.8548
C: -0.3761 -1.0189 3.7329
C: -0.9107 -1.7085 2.4895
O: -1.3738 -2.8467 2.7120
O: -0.9056 -1.1653 1.3121
H: 0.4273 1.9944 3.1723
H: 0.7766 1.8353 5.2096
H: 0.6420 0.3553 7.2416
H: -0.1766 -2.0371 6.9406
H: -0.8022 -2.8432 4.6698

Forces on atoms 1 to 3 (eV/Å):
C -0.7 -1.6 -0.8
C 0.0 -0.8 -0.4
C -1.3 -2.2 -0.8

=====

5.
2 unconnected molecules or ions with the total composition C20H28NS2 at a distorted geometry. Source: OMol25; level of theory: ωB97M-V/def2-TZVPD.

LUMO level = -4.98 eV
Total energy = -1629.76207 Eh
Charge = +1
Spin multiplicity = 1
Energy relative to the best compared isomer or geometry (same formula, charge and spin) = 33.0 kJ/mol

CARTESIAN COORDINATES (ANGSTROEM)
C: -3.1474 -0.0445 2.3496
C: -2.5066 -1.3320 1.8297
C: -0.9698 -1.3372 1.9427
C: -0.3403 0.0375 1.8498
N: 1.0058 0.0785 1.9333
C: 1.8439 -1.1006 1.8785
C: 3.2830 -0.5794 1.8948
C: 3.2056 0.9499 2.0685
C: 1.7192 1.3263 2.0591
C: -1.0821 1.1865 1.6565
C: -2.5672 1.1863 1.6191
H: -4.2350 -0.0839 2.2289
H: -2.9594 0.0702 3.4294
H: -2.9269 -2.2046 2.3505
H: -2.7540 -1.4441 0.7638
H: -0.6732 -1.7989 2.9011
H: -0.5683 -2.0131 1.1673
H: 1.6396 -1.7637 2.7365
H: 1.6337 -1.6854 0.9685
H: 3.8414 -1.0408 2.7101
H: 3.7634 -0.8428 0.9502
H: 3.6572 1.2606 3.0125
H: 3.7127 1.4691 1.2539
H: 1.4896 1.9962 1.2194
H: 1.4177 1.8567 2.9796
H: -0.5867 2.1273 1.4081
H: -2.9528 1.2169 0.5829
H: -2.9237 2.1086 2.0956
C: 0.3352 5.9278 5.0912
C: -1.0325 5.8771 4.7968
C: -1.7676 4.7303 5.0830
C: -1.1495 3.6022 5.6580
C: -1.9120 2.3650 5.9145
S: -1.0644 1.0396 6.5862
C: -2.2722 -0.3106 6.8676
C: -3.6530 0.1250 7.3135
C: -4.3649 0.8248 6.1779
S: -3.5803 2.3601 5.5326
C: 0.2277 3.6741 5.9667
C: 0.9596 4.8250 5.6816
H: 0.9080 6.8300 4.8759
H: -1.5288 6.7417 4.3496
H: -2.8375 4.7106 4.8656
H: -2.3036 -0.8826 5.9300
H: -1.7989 -0.9222 7.6471
H: -4.2273 -0.7749 7.5676
H: -3.6021 0.7590 8.2038
H: -4.4533 0.1695 5.2991
H: -5.3676 1.1428 6.4952
H: 0.7226 2.8291 6.4413
H: 2.0228 4.8628 5.9312

Forces on atoms 1 to 3 (eV/Å):
C 0.1 0.3 -0.2
C 0.0 0.1 -0.2
C -0.2 -0.2 0.4

=====

6.
A molecular structure, C20H28OPdS2Si2 at a distorted geometry. Source: OMol25; level of theory: ωB97M-V/def2-TZVPD.

LUMO level (spin up / spin down) = 4.34 / 4.34 eV
Total energy = -2357.02873 Eh
Charge = -2
Spin multiplicity = 3
Energy relative to the best compared isomer or geometry (same formula, charge and spin) = 1034.1 kJ/mol

CARTESIAN COORDINATES (ANGSTROEM)
Pd: 0.8066 -0.6717 -0.0262
S: 0.7316 0.9003 1.7519
C: 1.9210 0.2527 2.7821
C: 2.0106 0.9941 4.1320
C: 2.9724 0.5236 5.0136
C: 3.9691 -0.4630 4.7007
C: 3.9137 -1.1467 3.5000
C: 2.8305 -0.7307 2.4806
S: 2.6842 -1.8256 1.1521
H: 1.2166 1.7392 4.0148
H: 2.9834 1.3380 5.7651
H: 4.5441 -1.1337 5.5732
H: 4.6599 -1.6290 3.0314
C: 0.1270 1.0536 -3.2297
Si: 0.9285 -0.3955 -2.3620
C: 2.8433 0.0162 -2.7591
C: 0.5508 -2.1437 -3.1797
C: 1.3568 -2.5412 -4.4216
C: 1.3871 -3.8488 -4.6962
C: 0.5699 -4.7810 -3.9831
C: -0.2418 -4.4114 -2.8231
C: -0.1159 -3.0874 -2.4475
Si: -0.7705 -2.0107 -0.9283
C: -1.8326 -3.1735 0.2400
C: -2.1912 -0.8737 -1.5566
H: -0.8840 0.8388 -3.5706
H: 0.6386 1.1882 -4.2050
H: 0.3274 1.9175 -2.5525
H: 3.5397 -0.7601 -2.4191
H: 3.2597 0.9326 -2.4224
H: 2.8441 0.1754 -3.9371
H: 1.7501 -1.8703 -5.1403
H: 1.6706 -4.4693 -5.6292
H: 0.3558 -5.8440 -4.2981
H: -0.8771 -5.0753 -2.2910
H: -2.6713 -3.7793 -0.1681
H: -2.2549 -2.5524 0.9478
H: -1.2501 -3.9305 0.6497
H: -2.8520 -0.9533 -2.3866
H: -1.7277 0.2028 -1.5059
H: -2.7710 -1.3615 -0.6016
C: -2.5117 3.1897 1.5923
C: -2.5326 3.7194 3.0398
C: -3.0313 5.1979 3.1188
O: -3.7668 5.3528 1.9104
C: -3.2012 4.4901 0.9634
H: -3.0093 1.8855 1.8319
H: -1.6442 3.0919 1.0793
H: -1.4766 3.5666 3.2014
H: -3.1984 2.9423 3.2976
H: -2.3764 5.7951 3.2943
H: -3.6046 5.3335 3.9035
H: -2.6505 4.6842 0.0629
H: -3.9492 4.1413 0.5100

Forces on atoms 1 to 3 (eV/Å):
Pd 0.3 0.8 0.8
S -0.5 0.0 -0.7
C 0.7 2.0 3.4

=====

7.
2 unconnected molecules or ions with the total composition C20H29 at a distorted geometry. Source: OMol25; level of theory: ωB97M-V/def2-TZVPD.

LUMO level = -5.71 eV
Total energy = -779.18479 Eh
Charge = +1
Spin multiplicity = 1
Energy relative to the best compared isomer or geometry (same formula, charge and spin) = 0.0 kJ/mol

CARTESIAN COORDINATES (ANGSTROEM)
C: -1.2278 2.9319 0.3060
C: -1.4463 1.7086 -0.5872
H: -1.1478 0.8049 0.0296
C: -2.9045 1.6334 -0.9632
C: -3.3973 1.7337 -2.2008
C: -4.8813 1.6871 -2.4709
C: -2.5131 1.9265 -3.4111
C: -1.0412 1.9708 -3.0823
C: -0.1121 2.1804 -4.2491
C: -0.5849 1.8567 -1.8157
H: -1.5273 3.8191 -0.2636
H: -1.8324 2.9018 1.2239
H: -0.1761 3.0606 0.5983
H: -3.6052 1.6291 -0.1186
H: -5.0898 1.7423 -3.5463
H: -5.3051 0.7543 -2.0840
H: -5.4103 2.5139 -1.9801
H: -2.6991 1.1164 -4.1337
H: -2.8124 2.8296 -3.9734
H: -0.6719 2.2063 -5.1942
H: 0.4489 3.1199 -4.1681
H: 0.6191 1.3680 -4.3077
H: 0.4743 2.0370 -1.6324
C: -1.2556 -0.9352 2.4988
C: -0.3189 -1.8836 1.8662
C: 1.0740 -1.9017 1.7967
C: 1.7558 -3.0671 1.2478
C: 0.9789 -4.2841 0.8294
C: 3.1412 -3.0910 1.1379
C: 3.9403 -2.0121 1.5547
C: 5.4295 -2.0460 1.3581
C: 3.2992 -0.9086 2.1351
C: 1.9185 -0.8382 2.2941
C: 1.3595 0.3593 2.9863
H: -2.2347 -1.4265 2.4689
H: -1.0418 -0.7922 3.5600
H: -1.4106 0.0494 2.0340
H: -0.8145 -2.8024 1.5421
H: 1.6588 -5.0090 0.3645
H: 0.4921 -4.7875 1.6783
H: 0.2010 -4.0245 0.1027
H: 3.6230 -3.9683 0.6996
H: 5.8766 -1.1200 1.7397
H: 5.8875 -2.8986 1.8819
H: 5.6896 -2.1429 0.2925
H: 3.9148 -0.0679 2.4614
H: 2.1773 1.0353 3.2551
H: 0.6802 0.9103 2.3277
H: 0.8216 0.1205 3.9112

Forces on atoms 1 to 3 (eV/Å):
C 0.0 0.4 0.2
C 0.0 -0.2 0.0
H -0.2 0.6 -0.8

=====

8.
A molecular structure, C20H29AlN3O3S at a distorted geometry. Source: OMol25; level of theory: ωB97M-V/def2-TZVPD.

LUMO level = -6.73 eV
Total energy = -1809.44996 Eh
Charge = +1
Spin multiplicity = 1

CARTESIAN COORDINATES (ANGSTROEM)
C: 4.0752 0.6858 1.1913
C: 3.1922 1.2606 0.6139
C: 1.9450 1.6324 0.0120
C: 1.7520 1.2447 -1.2750
C: 0.4911 1.4668 -1.8454
N: 0.1152 1.0524 -3.0534
S: -1.3912 1.5254 -3.2667
N: -1.6493 2.2628 -1.8635
C: -0.5303 2.1411 -1.1288
C: -0.3149 2.5702 0.2175
C: -1.3613 3.2767 1.0457
C: -2.8207 3.1524 0.6714
N: -3.4039 1.7885 0.8369
C: -4.1580 1.2711 -0.2923
C: -5.2984 0.3856 0.2163
C: -2.5921 0.8498 1.5086
C: -2.0783 -0.3551 0.7626
O: -2.3079 1.0241 2.6680
C: 0.9107 2.3108 0.7725
C: 1.2203 2.7277 2.1783
H: 4.9339 0.2487 1.6418
H: 2.5262 0.7338 -1.8216
H: -1.2371 2.9764 2.0796
H: -1.1345 4.3448 1.0321
H: -3.3682 3.8417 1.3117
H: -2.9945 3.4743 -0.3457
H: -4.6237 2.1142 -0.7908
H: -3.5614 0.7310 -1.0207
H: -6.1536 0.4013 -0.4699
H: -4.9686 -0.6617 0.3318
H: -5.6344 0.7418 1.1926
H: -2.7908 -1.1782 0.8037
H: -1.1554 -0.6684 1.2320
H: -1.8972 -0.1493 -0.2878
H: 2.1781 2.3503 2.5053
H: 1.2251 3.8138 2.2552
H: 0.4608 2.3756 2.8732
C: 3.2632 -2.9047 2.4754
C: 3.9270 -2.8239 3.9259
O: 4.7160 -1.7822 3.9058
H: 4.0332 -3.0228 1.7186
H: 2.6035 -3.7747 2.4546
H: 2.6923 -2.0021 2.2752
H: 4.4249 -3.8051 4.0588
H: 3.0738 -2.7741 4.6303
Al: -6.6333 -1.7810 0.8347
C: 0.6439 -2.6313 -3.7581
C: 1.9172 -2.8207 -2.8776
C: 2.9990 -3.5114 -3.7832
O: 1.6653 -3.6103 -1.8469
H: 0.2636 -3.5789 -4.1357
H: -0.1305 -2.1466 -3.1652
H: 0.8807 -1.9868 -4.6074
H: 2.3064 -1.8210 -2.6123
H: 2.6418 -4.4751 -4.1380
H: 3.9135 -3.6525 -3.2126
H: 3.1983 -2.8586 -4.6347

Forces on atoms 1 to 3 (eV/Å):
C 0.3 0.3 -0.2
C -0.3 -0.5 0.5
C 0.1 0.2 0.0